18
Properties=species:S:1:pos:R:3 method="wB97M-V/def2-TZVPD" smiles=CCC(C)(C)C#N homo_lumo_gap_ev=10.503 relative_energy_kj_mol=208.2 charge=0
C -1.053 0.888 1.657
C -0.166 1.085 0.409
C 0.296 -0.269 -0.239
C 1.674 -0.116 -1.527
C -0.982 -0.945 -0.811
C 1.011 -1.117 0.672
N 1.698 -1.798 1.308
H -2.028 0.446 1.428
H -1.244 1.850 2.145
H -0.565 0.242 2.392
H 0.706 1.682 0.688
H -0.733 1.680 -0.328
H 2.603 0.331 -1.154
H 1.924 -1.070 -2.008
H 0.843 0.461 -1.812
H -0.766 -1.842 -1.392
H -1.646 -1.246 0.013
H -1.572 -0.262 -1.441